1.
{"formula": "C14H18N2", "method": "ωB97M-V/def2-TZVPD", "e_above_lowest_kcal_mol": 30.5, "smiles": "NCCCNCc1ccc2ccccc2c1", "elements": ["N", "C", "C", "C", "N", "C", "C", "C", "C", "C", "C", "C", "C", "C", "C", "C", "H", "H", "H", "H", "H", "H", "H", "H", "H", "H", "H", "H", "H", "H", "H", "H", "H", "H"], "coordinates": [[-1.8626, 0.7914, 1.3921], [-2.4099, -0.1573, 2.3256], [-1.4294, -1.2227, 2.6769], [-0.7536, -1.8515, 1.4507], [-1.7033, -2.1486, 0.2993], [-0.9104, -2.3837, -0.9103], [0.1503, -1.2555, -1.3244], [1.4560, -1.5253, -1.6883], [2.3772, -0.4895, -1.9167], [1.9161, 0.7982, -1.7027], [2.9096, 1.8926, -1.8655], [2.6434, 3.1583, -1.3798], [1.4433, 3.3656, -0.5737], [0.5595, 2.3914, -0.3582], [0.7131, 1.0868, -0.9698], [-0.2111, -0.0421, -0.9247], [-1.3308, 1.4467, 1.9201], [-2.5457, 1.4300, 0.9406], [-3.1194, -0.6924, 1.6992], [-2.7814, 0.3265, 3.2059], [-0.6411, -0.9093, 3.3034], [-1.9534, -1.9919, 3.2379], [-0.2181, -2.8263, 1.6256], [0.1507, -1.3459, 1.0180], [-2.2095, -1.3064, 0.0459], [-0.3855, -3.2589, -0.8308], [-1.6454, -2.3421, -1.7942], [1.6789, -2.5988, -1.9992], [3.2966, -0.7532, -2.2914], [3.8431, 1.6321, -2.5015], [3.3878, 3.8938, -1.4463], [1.3565, 4.3074, -0.0023], [-0.5070, 2.5836, 0.0154], [-1.2645, -0.0030, -0.6769]], "lowdin_charge": [-0.0126, -0.2924, -0.1844, -0.1987, -0.0607, -0.1662, -0.2483, -0.0363, -0.0372, -0.1678, -0.0232, -0.0763, -0.1029, -0.0680, -0.1039, -0.0412, 0.0610, 0.1014, 0.1066, 0.1056, 0.0928, 0.1114, 0.1249, 0.1072, 0.0563, 0.0702, 0.1436, 0.1316, 0.0809, 0.1350, 0.0736, 0.1074, 0.1209, 0.0897]}

---

2.
{"formula": "C14H18N2O6", "method": "ωB97M-V/def2-TZVPD", "e_above_lowest_kcal_mol": 47.7, "smiles": "N[C@@H](CCC(=O)O)C(=O)N[C@@H](Cc1ccc(O)cc1)C(=O)O", "elements": ["N", "C", "C", "C", "C", "O", "O", "C", "O", "N", "C", "C", "C", "C", "C", "C", "O", "C", "C", "C", "O", "O", "H", "H", "H", "H", "H", "H", "H", "H", "H", "H", "H", "H", "H", "H", "H", "H", "H", "H"], "coordinates": [[1.5614, 3.5216, -1.8827], [1.0011, 2.2260, -1.9658], [0.5051, 1.9675, -3.3993], [-0.1264, 0.6899, -3.6405], [-1.3750, 0.3084, -2.9038], [-1.9772, 1.1786, -2.2764], [-1.7672, -0.9528, -2.9486], [2.0946, 1.1796, -1.7914], [3.1850, 1.2138, -2.3869], [1.9335, 0.1753, -0.8848], [1.1435, 0.1575, 0.2929], [-0.0485, -0.7716, 0.1578], [-0.8261, -0.9736, 1.3881], [-0.4950, -2.0074, 2.2776], [-1.3294, -2.4470, 3.3723], [-2.4959, -1.6951, 3.5182], [-3.4295, -2.2317, 4.3013], [-2.7124, -0.5781, 2.8537], [-1.8267, -0.1620, 1.8371], [2.0492, -0.4541, 1.4598], [2.6409, -1.4873, 1.2756], [1.9986, 0.1747, 2.6658], [2.3645, 3.7390, -2.4531], [1.8144, 3.7814, -0.9591], [0.2764, 2.1917, -1.1553], [-0.1630, 2.8110, -3.5623], [1.3624, 2.0936, -3.9618], [0.4953, -0.2126, -3.3846], [-0.1871, 0.6493, -4.7032], [-2.5290, -1.2208, -2.3915], [2.7728, -0.3993, -0.9735], [0.7075, 1.1844, 0.6041], [-0.7076, -0.3999, -0.7895], [0.3431, -1.7712, -0.0617], [0.4171, -2.4976, 2.0490], [-1.1845, -3.3234, 3.9724], [-4.0739, -1.6259, 4.5108], [-3.6631, -0.0292, 3.0582], [-2.2401, 0.6358, 1.2170], [1.1771, 0.7142, 2.5700]], "lowdin_charge": [0.0662, -0.3300, -0.1522, -0.1125, -0.5369, 0.0747, 0.1146, -0.4285, 0.0468, 0.1174, -0.2345, -0.1043, -0.2748, 0.0063, 0.0594, -0.3953, 0.1003, -0.0331, -0.0261, -0.4478, 0.1249, 0.1195, 0.0908, 0.0714, 0.1334, 0.1384, 0.1031, 0.1520, 0.1290, 0.1528, 0.1619, 0.1735, 0.1510, 0.1329, 0.0972, 0.1141, 0.0628, 0.1384, 0.1214, 0.1216]}

---

3.
{"formula": "C14H18N4O4S", "method": "ωB97M-V/def2-TZVPD", "e_above_lowest_kcal_mol": 46.8, "smiles": "CCCCCC(=O)NNC(=S)NC(=O)c1cccc([N+](=O)[O-])c1", "elements": ["C", "C", "C", "C", "C", "C", "O", "N", "N", "C", "S", "N", "C", "O", "C", "C", "C", "C", "C", "N", "O", "O", "C", "H", "H", "H", "H", "H", "H", "H", "H", "H", "H", "H", "H", "H", "H", "H", "H", "H", "H"], "coordinates": [[-6.0349, -2.5655, 0.4815], [-5.3316, -1.2139, 0.4462], [-3.8354, -1.3563, 0.7169], [-3.1019, -0.0195, 0.8237], [-3.0663, 0.7444, -0.5062], [-2.2635, 2.0108, -0.3523], [-2.7179, 3.1275, -0.2078], [-0.9195, 1.7998, -0.3777], [-0.1042, 2.8938, -0.1589], [1.2159, 3.0085, -0.1445], [1.9217, 4.4936, 0.0517], [2.1082, 1.9382, -0.2787], [2.0055, 0.5832, -0.3338], [0.9624, -0.0513, -0.3452], [3.3183, -0.1214, -0.4090], [3.3497, -1.3488, -1.0729], [4.5250, -2.0722, -1.1737], [5.6849, -1.5900, -0.5940], [5.6438, -0.3804, 0.0874], [6.8492, 0.1206, 0.7184], [7.8507, -0.5496, 0.6154], [6.7718, 1.1764, 1.3045], [4.4765, 0.3633, 0.1861], [-7.0983, -2.4485, 0.2875], [-5.6199, -3.2312, -0.2723], [-5.9138, -3.0351, 1.4553], [-5.4910, -0.7571, -0.5317], [-5.7721, -0.5562, 1.1985], [-3.7019, -1.8953, 1.6579], [-3.3791, -1.9568, -0.0734], [-2.0772, -0.2091, 1.1527], [-3.5868, 0.6030, 1.5781], [-4.0760, 1.0230, -0.8043], [-2.6208, 0.1158, -1.2787], [-0.4497, 0.8862, -0.4059], [-0.6642, 3.7427, -0.0533], [3.0522, 2.3130, -0.2881], [2.4345, -1.7207, -1.5077], [4.5358, -3.0141, -1.6987], [6.6165, -2.1322, -0.6494], [4.5033, 1.2813, 0.7564]], "lowdin_charge": [-0.1168, -0.2746, -0.2286, -0.1968, -0.1070, -0.4822, 0.0701, 0.0924, 0.0475, -0.8186, 0.6335, 0.0982, -0.3779, 0.0693, -0.1116, 0.0084, -0.0365, 0.0212, -0.1300, -0.3616, 0.0929, 0.0946, 0.0652, 0.0678, 0.0714, 0.0707, 0.1014, 0.1127, 0.1128, 0.1149, 0.1091, 0.1229, 0.1192, 0.1259, 0.1016, 0.1381, 0.0891, 0.1235, 0.1140, 0.1238, 0.1301]}

---

4.
{"formula": "C14H18NO5S2", "method": "ωB97M-V/def2-TZVPD", "e_above_lowest_kcal_mol": 0.0, "total_charge": 1, "smiles": "CS(=O)(=O)c1[nH+]ccc2cc(CCCCS(=O)(=O)O)ccc12", "elements": ["C", "S", "O", "O", "C", "N", "C", "C", "C", "C", "C", "C", "C", "C", "C", "S", "O", "O", "O", "C", "C", "C", "H", "H", "H", "H", "H", "H", "H", "H", "H", "H", "H", "H", "H", "H", "H", "H", "H", "H"], "coordinates": [[-2.1807, -3.4910, 1.8175], [-3.2641, -3.2923, 0.4296], [-3.4580, -4.5673, -0.2078], [-4.3677, -2.4527, 0.7650], [-2.2736, -2.3940, -0.7901], [-2.0401, -3.1122, -1.8739], [-1.3339, -2.6412, -2.9358], [-0.8237, -1.3923, -2.8851], [-1.0421, -0.5704, -1.7530], [-0.5326, 0.7380, -1.6696], [-0.7739, 1.5155, -0.5676], [-0.1929, 2.8979, -0.4427], [0.8126, 3.0040, 0.7174], [1.8197, 1.8483, 0.7224], [3.0695, 2.1525, 1.5691], [4.4893, 1.5717, 0.7060], [4.5787, 2.2691, -0.5393], [4.5161, 0.1404, 0.7068], [5.5929, 2.1101, 1.7113], [-1.5790, 0.9932, 0.4928], [-2.0839, -0.2630, 0.4499], [-1.8138, -1.0894, -0.6692], [-2.7094, -3.1138, 2.6901], [-1.9301, -4.5446, 1.8964], [-1.2756, -2.9030, 1.6663], [-2.4248, -4.0592, -1.8687], [-1.2102, -3.3069, -3.7763], [-0.2507, -1.0172, -3.7212], [0.0613, 1.1302, -2.4862], [-1.0077, 3.6091, -0.3018], [0.3464, 3.1309, -1.3610], [1.3632, 3.9377, 0.6040], [0.2888, 3.0381, 1.6764], [2.1237, 1.6394, -0.3063], [1.3604, 0.9412, 1.1188], [3.0286, 1.6595, 2.5395], [3.2143, 3.2181, 1.7481], [6.4327, 1.6576, 1.5275], [-1.8063, 1.6165, 1.3483], [-2.7235, -0.6083, 1.2523]], "lowdin_charge": [-0.0982, 0.6992, -0.2883, -0.2571, -0.1797, 0.1186, -0.0047, 0.0447, -0.1017, 0.0448, -0.1839, -0.1302, -0.1780, -0.2164, -0.2270, 0.5716, -0.2683, -0.2732, -0.1468, 0.0226, 0.0091, -0.1071, 0.0854, 0.0824, 0.0784, 0.1640, 0.1474, 0.1389, 0.1384, 0.1320, 0.1239, 0.1217, 0.1190, 0.1089, 0.1172, 0.1156, 0.1128, 0.1108, 0.1351, 0.1178]}

---

5.
{"formula": "C14H19BClF9N2OS", "method": "ωB97M-V/def2-TZVPD", "smiles": "C[C@@H](Cl)CB(CCCCC(F)(F)C(F)(F)S(F)(F)(F)(F)F)N=C=O.c1cc[nH]c1", "elements": ["C", "C", "Cl", "C", "B", "C", "C", "C", "C", "C", "F", "F", "C", "F", "F", "S", "F", "F", "F", "F", "F", "N", "C", "O", "H", "H", "H", "H", "H", "H", "H", "H", "H", "H", "H", "H", "H", "H", "C", "C", "C", "N", "C", "H", "H", "H", "H", "H"], "coordinates": [[-1.6197, -2.4455, 2.0711], [-0.9163, -1.5075, 1.0811], [0.3186, -0.5674, 2.0066], [-0.2675, -2.2744, -0.0825], [0.0746, -1.3160, -1.3055], [1.3210, -0.3641, -1.1779], [1.7377, 0.3004, -2.4916], [3.0674, 1.0566, -2.4144], [3.2320, 1.9241, -1.1730], [3.4991, 3.3968, -1.5218], [2.6703, 3.7418, -2.4941], [4.7583, 3.5200, -1.9082], [3.1982, 4.2652, -0.2867], [3.7401, 3.6826, 0.7581], [1.9274, 4.3084, -0.0584], [3.8788, 6.0307, -0.3338], [5.3294, 5.4844, -0.1832], [3.7143, 6.1276, 1.2294], [2.4345, 6.6549, -0.4706], [3.9695, 6.0158, -1.8994], [4.4718, 7.4706, -0.3349], [-0.7707, -1.2836, -2.5179], [-1.7773, -0.6127, -2.3464], [-2.7448, 0.0664, -2.1821], [-1.7538, -3.4179, 1.6244], [-2.5573, -1.9960, 2.3723], [-1.0204, -2.5119, 2.9615], [-1.6069, -0.7923, 0.6596], [0.6712, -2.6824, 0.2727], [-0.9441, -3.0616, -0.3885], [2.1464, -0.8801, -0.7098], [0.9727, 0.4238, -0.5127], [0.9541, 0.9239, -2.9038], [1.8930, -0.4964, -3.2118], [3.2241, 1.5950, -3.3390], [3.8404, 0.3001, -2.3737], [4.0826, 1.6128, -0.5888], [2.3804, 1.9109, -0.5064], [-5.8372, -5.5502, 2.9427], [-5.6662, -5.2359, 1.5669], [-5.6178, -3.8720, 1.4638], [-5.7559, -3.3505, 2.7214], [-5.8868, -4.3667, 3.6284], [-5.9143, -6.5324, 3.3772], [-5.5876, -5.9318, 0.7489], [-5.4981, -3.2296, 0.6083], [-5.7611, -2.3733, 2.9443], [-6.0040, -4.1606, 4.6782]], "lowdin_charge": [-0.1120, -0.6958, 0.6317, -0.1401, -0.3622, -0.1314, -0.2066, -0.1656, -0.0669, -0.5286, 0.1443, 0.1475, -0.5187, 0.1462, 0.1821, 0.7301, -0.1051, -0.1211, -0.1285, -0.1139, -0.1027, 0.2676, -0.2868, 0.1502, 0.0736, 0.0699, 0.0501, 0.0889, 0.1041, 0.1033, 0.1156, 0.0833, 0.1140, 0.1089, 0.1149, 0.1136, 0.1306, 0.1125, -0.1129, -0.1143, -0.1506, -0.0009, -0.1437, 0.0890, 0.0886, 0.1034, 0.1401, 0.1043]}

---

Energy in eV, matching the order above: -17787.8580; -30074.6267; -39793.4451; -48201.4168; -68344.5737